Computed, not measured: a molecular structure, C50H43LiN5O2P, with ωB97M-V/def2-TZVPD.

Multiplicity: 1
E_tot: -2704.3584 a.u.
Net charge: -2
HOMO-LUMO gap: 5.7 eV

XYZ file:
```
102
Properties=species:S:1:pos:R:3:forces:R:3
Li 2.253 0.148 -0.197 -0.1 -0.2 -0.4
C -3.224 5.073 0.493 0.0 0.0 0.0
C -2.590 4.946 -0.866 0.0 0.0 0.0
C -3.147 5.571 -1.976 0.0 0.0 0.1
C -2.560 5.495 -3.229 0.1 -0.1 0.0
C -1.372 4.785 -3.368 0.0 0.0 0.0
C -0.787 4.162 -2.281 0.0 0.0 0.0
C -1.400 4.216 -1.026 0.0 0.0 0.1
N -0.825 3.605 0.075 0.0 0.0 0.0
C 0.192 2.588 0.007 0.2 0.3 0.2
N 1.352 2.894 0.721 -0.2 0.1 -0.2
C 2.574 3.069 -0.077 0.1 -0.1 0.1
C 2.940 2.076 -0.987 0.2 0.1 0.0
C 4.106 2.394 -1.703 0.0 0.0 0.0
C 4.856 3.554 -1.514 -0.1 0.0 0.0
C 4.453 4.473 -0.554 0.0 0.0 0.0
C 3.298 4.243 0.186 0.0 0.0 0.0
C 2.871 5.239 1.240 0.0 0.0 0.0
N 0.126 1.529 -0.658 0.0 -0.5 -0.1
C -0.891 1.152 -1.538 0.1 0.2 0.0
C -0.505 0.950 -2.866 0.0 0.0 0.0
C -1.430 0.597 -3.828 -0.1 -0.1 0.0
C -2.763 0.411 -3.470 0.1 0.0 0.0
C -3.131 0.567 -2.144 0.0 0.0 0.0
C -2.215 0.932 -1.157 -0.1 -0.1 0.1
C -2.655 1.024 0.278 0.0 0.0 0.0
H -4.131 5.674 0.436 0.0 0.0 0.0
H -2.548 5.557 1.206 0.0 0.0 0.0
H -3.497 4.102 0.917 0.0 0.0 0.0
H -4.070 6.127 -1.845 0.0 0.0 0.0
H -3.023 5.977 -4.082 0.0 0.0 0.0
H -0.887 4.716 -4.333 0.0 0.0 0.0
H 0.150 3.627 -2.392 -0.1 0.0 0.0
H -1.297 3.697 0.958 0.0 -0.1 0.0
H 1.192 3.686 1.322 0.0 0.1 -0.1
H 4.490 1.672 -2.425 0.0 0.0 0.0
H 5.760 3.733 -2.089 0.0 0.0 0.0
H 5.037 5.370 -0.366 0.0 0.0 0.0
H 3.610 6.038 1.327 0.0 0.0 0.0
H 2.775 4.775 2.228 0.0 0.0 0.0
H 1.910 5.707 1.000 0.0 0.0 0.0
H 0.545 1.086 -3.101 0.0 0.0 0.0
H -1.112 0.450 -4.854 0.0 0.0 0.0
H -3.499 0.117 -4.209 0.0 0.0 0.0
H -4.156 0.372 -1.844 0.0 0.0 0.0
H -1.857 0.706 0.953 0.0 0.0 0.0
H -3.518 0.378 0.449 0.0 0.0 0.0
H -2.938 2.047 0.540 0.0 0.0 0.0
O 4.693 -1.751 2.329 0.0 0.0 0.0
C 3.942 -1.337 1.432 -0.3 -0.1 -0.3
O 3.442 -0.203 1.247 0.2 0.3 0.5
C 3.489 -2.354 0.371 0.1 -0.1 -0.1
C 3.442 -3.740 0.683 0.0 0.1 0.0
C 2.919 -4.604 -0.224 0.0 -0.1 -0.1
C 2.457 -4.110 -1.471 0.0 -0.1 0.0
C 1.865 -4.930 -2.462 0.0 0.0 0.1
C 1.406 -4.387 -3.629 0.0 0.1 0.0
C 1.509 -2.991 -3.851 -0.1 -0.1 0.0
C 2.071 -2.182 -2.908 0.1 0.0 0.1
C 2.570 -2.727 -1.699 0.0 0.2 0.0
N 3.091 -1.872 -0.776 -0.1 -0.1 -0.1
H 3.801 -4.049 1.655 0.0 0.0 0.0
H 2.826 -5.664 -0.007 0.0 0.0 0.0
H 1.767 -5.995 -2.270 0.0 0.0 0.0
H 0.941 -5.017 -4.378 0.0 0.0 0.0
H 1.108 -2.563 -4.762 0.0 0.0 0.0
H 2.118 -1.106 -3.026 0.0 0.0 0.0
N 0.256 -1.564 -0.044 -0.1 0.2 0.2
P -0.519 -2.029 1.174 0.2 -0.4 -0.1
C -0.371 -1.040 2.743 0.0 -0.1 0.1
C 0.489 0.041 2.596 0.1 -0.1 0.0
C 0.805 0.874 3.661 -0.1 -0.1 0.0
C 0.242 0.627 4.906 0.0 -0.1 0.0
C -0.602 -0.469 5.081 0.0 0.1 -0.1
C -0.895 -1.304 4.010 0.0 0.0 0.0
C -2.365 -2.271 0.946 -0.1 0.0 -0.1
C -3.362 -2.295 1.921 0.0 0.0 -0.1
C -4.697 -2.496 1.582 0.0 0.1 0.0
C -5.059 -2.681 0.254 0.1 0.0 0.0
C -4.079 -2.649 -0.731 0.0 0.1 0.0
C -2.750 -2.435 -0.386 0.0 0.1 0.0
C -0.073 -3.740 1.792 -0.1 0.0 0.0
C 0.812 -3.965 2.845 0.0 0.0 0.0
C 1.297 -5.241 3.119 0.0 0.1 0.0
C 0.898 -6.321 2.346 0.0 0.0 0.0
C 0.016 -6.114 1.289 0.0 0.1 0.0
C -0.455 -4.838 1.016 0.0 0.0 0.0
H 0.951 0.129 1.623 0.0 0.3 0.1
H 1.513 1.679 3.511 0.0 0.0 0.0
H 0.487 1.260 5.752 0.0 0.0 0.0
H -1.013 -0.685 6.062 0.0 0.0 0.0
H -1.497 -2.188 4.181 0.0 0.0 0.0
H -3.111 -2.133 2.958 0.0 0.0 0.1
H -5.456 -2.494 2.357 0.0 0.0 0.0
H -6.100 -2.834 -0.011 0.0 0.0 0.0
H -4.354 -2.759 -1.774 0.0 0.0 0.0
H -1.975 -2.334 -1.142 0.0 -0.1 0.0
H 1.162 -3.129 3.439 0.0 0.0 0.0
H 2.006 -5.384 3.927 0.0 0.0 0.0
H 1.283 -7.313 2.551 0.0 0.0 0.0
H -0.287 -6.947 0.664 0.0 0.0 0.0
H -1.113 -4.681 0.168 0.0 0.0 0.0
```
Positions in Å, forces in eV/Å.

=====

Computed, not measured: a molecular structure, C50H44BrN5O4P2Pb, with ωB97M-V/def2-TZVPD.

Multiplicity: 1
E_tot: -5955.7559 a.u.
Net charge: +2
HOMO-LUMO gap: 7.2 eV

XYZ file:
```
107
Properties=species:S:1:pos:R:3:forces:R:3
Pb -0.926 -0.203 -1.504 -0.1 0.0 0.0
O -2.039 -0.029 5.455 0.0 0.0 0.0
C -0.830 -0.673 5.064 0.0 0.0 0.0
C -0.573 -0.406 3.606 0.0 0.0 0.0
C 0.125 -1.328 2.841 0.0 0.0 0.0
C 0.238 -1.114 1.482 0.0 0.0 0.0
N -0.275 -0.048 0.865 0.0 0.0 0.0
C -0.882 0.890 1.608 0.0 0.0 0.0
C -1.044 0.740 2.977 0.0 0.0 0.0
C -1.401 2.087 0.894 0.0 0.0 0.0
C -1.668 3.270 1.564 0.0 0.0 0.0
C -2.134 4.366 0.855 0.0 0.0 0.0
C -2.446 5.664 1.558 0.0 0.0 0.0
O -2.053 5.669 2.909 0.0 0.0 0.0
C -2.319 4.230 -0.516 0.0 0.0 0.0
C -2.027 3.020 -1.112 0.0 0.0 0.0
N -1.579 1.967 -0.425 0.0 0.0 0.0
H -2.064 0.026 6.417 0.0 0.0 0.0
H -0.899 -1.753 5.218 0.0 0.0 0.0
H 0.014 -0.301 5.654 0.0 0.0 0.0
H 0.521 -2.238 3.274 0.0 0.0 0.0
H 0.731 -1.843 0.851 0.0 0.0 0.0
H -1.581 1.482 3.550 0.0 0.0 0.0
H -1.493 3.370 2.625 0.0 0.0 0.0
H -3.530 5.806 1.541 0.0 0.0 0.0
H -2.009 6.496 0.997 0.0 0.0 0.0
H -1.152 6.000 2.981 0.0 0.0 0.0
H -2.674 5.055 -1.121 0.0 0.0 0.0
H -2.149 2.885 -2.181 0.0 0.0 0.0
N 2.635 0.278 -0.774 0.0 0.0 0.0
P 2.097 -1.205 -1.428 0.0 0.0 0.0
C 3.110 -2.411 -0.530 0.0 0.0 0.0
C 3.410 -3.633 -1.133 0.0 0.0 0.0
C 4.092 -4.611 -0.427 0.0 0.0 0.0
C 4.485 -4.378 0.885 0.0 0.0 0.0
C 4.196 -3.163 1.489 0.0 0.0 0.0
C 3.505 -2.184 0.789 0.0 0.0 0.0
C 2.718 -1.282 -3.129 0.0 0.0 0.0
C 1.815 -1.559 -4.152 0.0 0.0 0.0
C 2.230 -1.551 -5.478 0.0 0.0 0.0
C 3.549 -1.253 -5.781 0.0 0.0 0.0
C 4.458 -0.974 -4.764 0.0 0.0 0.0
C 4.046 -0.994 -3.444 0.0 0.0 0.0
P 1.670 1.592 -1.291 0.0 0.0 0.0
C 2.613 2.384 -2.619 0.0 0.0 0.0
C 2.203 2.163 -3.932 0.0 0.0 0.0
C 2.953 2.650 -4.992 0.0 0.0 0.0
C 4.116 3.363 -4.742 0.0 0.0 0.0
C 4.531 3.592 -3.435 0.0 0.0 0.0
C 3.783 3.106 -2.376 0.0 0.0 0.0
C 1.768 2.773 0.085 0.0 0.0 0.0
C 1.456 4.113 -0.152 0.0 0.0 0.0
C 1.431 5.022 0.894 0.0 0.0 0.0
C 1.706 4.601 2.190 0.0 0.0 0.0
C 2.008 3.268 2.434 0.0 0.0 0.0
C 2.037 2.357 1.387 0.0 0.0 0.0
H 3.637 0.427 -0.684 0.0 0.0 0.0
H 3.128 -3.815 -2.164 0.0 0.0 0.0
H 4.330 -5.552 -0.905 0.0 0.0 0.0
H 5.027 -5.139 1.431 0.0 0.0 0.0
H 4.517 -2.974 2.505 0.0 0.0 0.0
H 3.289 -1.235 1.265 0.0 0.0 0.0
H 0.780 -1.787 -3.916 0.0 0.0 0.0
H 1.527 -1.776 -6.269 0.0 0.0 0.0
H 3.876 -1.242 -6.812 0.0 0.0 0.0
H 5.488 -0.748 -5.006 0.0 0.0 0.0
H 4.762 -0.787 -2.656 0.0 0.0 0.0
H 1.299 1.597 -4.128 0.0 0.0 0.0
H 2.630 2.476 -6.010 0.0 0.0 0.0
H 4.702 3.746 -5.567 0.0 0.0 0.0
H 5.436 4.152 -3.244 0.0 0.0 0.0
H 4.106 3.295 -1.358 0.0 0.0 0.0
H 1.262 4.454 -1.163 0.0 0.0 0.0
H 1.224 6.065 0.693 0.0 0.0 0.0
H 1.716 5.314 3.005 0.0 0.0 0.0
H 2.242 2.941 3.440 0.0 0.0 0.0
H 2.285 1.319 1.578 0.0 0.0 0.0
C -0.496 -4.020 -1.014 0.0 0.0 0.0
O -1.314 -2.885 -0.723 0.0 0.0 0.0
C -1.969 -2.872 0.476 0.0 0.0 0.0
C -1.840 -3.830 1.451 0.0 0.0 0.0
C -2.455 -3.631 2.697 0.0 0.0 0.0
Br -2.218 -4.928 4.047 0.0 0.0 0.0
C -3.184 -2.502 2.950 0.0 0.0 0.0
C -3.331 -1.532 1.942 0.0 0.0 0.0
C -2.753 -1.699 0.671 0.0 0.0 0.0
O -2.843 -0.806 -0.275 0.0 0.0 0.0
C -3.988 -0.278 2.229 0.0 0.0 0.0
N -4.426 0.582 1.307 0.1 -0.1 0.0
C -4.898 1.732 1.925 0.0 0.1 0.0
C -5.429 2.909 1.417 0.0 0.0 0.0
C -5.770 3.880 2.339 0.0 0.0 0.0
C -5.588 3.686 3.716 0.0 0.0 0.0
C -5.074 2.507 4.221 0.0 0.0 0.0
C -4.736 1.530 3.293 0.0 0.0 0.0
N -4.189 0.257 3.441 0.0 0.0 0.0
H 0.313 -4.119 -0.284 0.0 0.0 0.0
H -0.075 -3.846 -2.000 0.0 0.0 0.0
H -1.099 -4.928 -1.030 0.0 0.0 0.0
H -1.252 -4.722 1.291 0.0 0.0 0.0
H -3.659 -2.376 3.914 0.0 0.0 0.0
H -4.245 0.379 0.326 0.0 0.0 0.0
H -5.580 3.053 0.355 0.0 0.0 0.0
H -6.204 4.810 1.995 0.0 0.0 0.0
H -5.870 4.474 4.400 0.0 0.0 0.0
H -4.951 2.352 5.284 0.0 0.0 0.0
H -3.769 -0.105 4.290 0.0 0.0 0.0
```
Positions in Å, forces in eV/Å.

=====

The lowest E_tot belongs to which entry? C50H44BrN5O4P2Pb

=====

Which of these has the lowest HOMO-LUMO gap? C50H43LiN5O2P

=====

Among the records above, which one has the highest HOMO-LUMO gap? C50H44BrN5O4P2Pb

=====

Which of these has the lowest net charge? C50H43LiN5O2P